Entry 1:
3 unconnected molecules or ions with the total composition C17H36N5O5, computed with the ωB97M-V functional and the def2-TZVPD basis.

Element x y z (Å)
H 5.712 0.758 0.640
H -4.618 -0.221 -0.729
H 6.949 2.003 2.452
O 2.562 0.801 0.304
H 11.440 0.435 2.463
H 8.024 1.261 0.335
C -5.167 -3.882 -3.812
H 0.455 2.032 -0.879
H -5.805 -3.157 -3.315
C 9.707 0.797 1.289
H -3.914 -5.527 -5.251
H -5.218 -2.447 -0.854
H 1.037 -0.615 0.228
H -0.365 0.825 1.831
H -6.956 -1.587 0.610
H -5.087 2.868 2.385
C 4.878 0.128 0.371
H 8.550 2.519 3.009
C 3.677 0.692 1.088
H 4.686 0.150 -0.691
H 9.982 0.721 3.420
H -0.795 3.629 0.688
H -0.907 0.896 -0.622
N 8.521 1.461 1.189
C -2.512 2.389 0.738
N -3.162 -5.194 -3.311
C -3.104 -5.850 -4.607
O -3.968 -3.830 -1.734
H -4.752 -3.424 -4.710
N -5.379 0.831 0.951
H -3.805 2.559 -0.957
H 1.624 -0.267 1.838
O 10.069 0.049 0.398
H -2.454 -5.421 -2.630
N -4.728 3.060 1.446
C -0.305 1.691 -0.187
H -1.518 3.289 -0.920
C -4.649 1.852 0.759
C 1.406 0.175 0.873
C 7.922 2.385 2.136
C 0.343 1.241 1.116
C -3.282 3.333 1.727
C -5.167 -0.405 0.177
O -6.091 -2.136 -1.140
C -1.259 2.884 0.055
H 5.004 -0.886 0.728
H -2.967 2.975 2.705
H -2.325 1.494 1.325
H -6.071 0.909 1.688
N -3.618 1.977 -0.151
H -2.969 4.370 1.726
H 10.811 2.079 2.616
H -7.117 -0.427 -0.759
H -3.168 -6.929 -4.466
H 0.821 2.110 1.552
H 7.772 3.352 1.652
O 3.701 1.030 2.196
H -2.153 -5.616 -5.086
C -4.063 -4.290 -2.870
H -4.542 -1.075 0.762
C -6.457 -1.104 -0.230
H -5.772 -4.747 -4.087
C 10.534 1.028 2.531

LUMO energy	-3.25	eV
orbital gap	7.436	eV
2S+1	1
net charge	+1
total energy	-1319.10007	hartree

Entry 2:
A molecular structure, C17H36N7OSiTa, computed with the ωB97M-V functional and the def2-TZVPD basis.

Element x y z (Å)
N 0.159 4.240 -1.864
H 2.114 -0.707 -4.407
C -3.529 0.530 1.274
H 0.751 -2.946 -2.499
C 4.326 1.182 2.677
C -2.226 -2.471 -0.597
C 1.432 0.831 2.144
C 1.609 -0.965 -2.347
N -0.548 2.205 -0.790
H -4.115 1.112 0.566
N -0.412 -1.753 0.833
C -2.861 -0.481 -2.792
H -2.394 1.487 -2.455
C -3.620 -0.716 -1.516
H -1.682 0.804 2.160
H 0.542 -1.983 0.571
C 0.746 4.863 -2.870
H -3.551 -0.239 -3.602
H -1.223 0.681 -3.239
H 2.965 -0.506 -0.729
C 2.496 -0.237 4.718
N 1.247 5.419 -3.744
Si 2.684 1.166 3.526
C 2.831 -0.271 -1.786
H 2.247 3.594 3.513
N -1.906 0.596 -2.490
H 2.690 -1.199 4.238
C 1.703 -2.473 -2.250
N -2.150 1.063 1.293
H -4.021 0.621 2.242
H -1.868 -3.166 1.432
H -2.869 -1.441 1.665
C -3.421 -0.923 0.885
H -0.760 -3.778 0.238
H -4.144 0.201 -1.246
H 2.020 -2.791 -1.255
H -0.361 -1.564 1.829
C 0.654 0.627 1.221
N -2.686 -1.063 -0.405
C 1.273 -0.498 -3.747
H -2.153 2.080 1.297
H 5.124 1.374 3.398
H 1.098 0.580 -3.769
O 0.461 -0.556 -1.479
H -3.081 -3.147 -0.691
H 2.447 -2.833 -2.961
H 0.399 -1.019 -4.146
H 2.929 3.060 5.049
C -0.158 3.200 -1.367
H 3.206 -0.132 5.542
C 2.222 2.797 4.258
H -1.671 -2.512 -1.532
H 1.226 2.769 4.705
H -4.376 -1.497 -1.629
H -4.402 -1.398 0.815
H 4.535 0.223 2.198
H -2.301 -1.359 -3.108
C -1.317 -2.891 0.536
H 1.493 -0.258 5.150
H 3.713 -0.610 -2.330
Ta -0.662 0.297 -0.358
H 2.757 0.812 -1.894
H 4.368 1.966 1.918

LUMO energy	-6.75	eV
relative energy (zero: lowest compared OMol25 entry of this formula, charge and spin)	14.3	kJ/mol
orbital gap	8.344	eV
2S+1	1
net charge	+2
total energy	-1473.96553	hartree

Entry 3:
A gas-phase ion, C17H36NO2 (charge +1), computed with the ωB97M-V functional and the def2-TZVPD basis.

Element x y z (Å)
C 0.165 3.061 -6.846
H -0.141 -2.283 3.335
H 0.772 0.468 2.409
H 1.698 -0.954 4.241
H 0.507 0.453 -6.980
C 2.215 -1.107 2.164
C 1.941 -1.742 3.527
C -1.925 1.528 -1.335
H -2.042 -0.865 7.392
H -1.148 -2.158 8.192
H -0.117 0.058 -5.371
H -0.820 -1.290 5.285
H 0.191 -0.910 1.469
H 0.720 2.010 -0.962
H -2.282 0.935 -5.972
H 1.682 -4.165 4.886
H 1.684 -0.263 -0.409
C 0.364 0.830 -5.969
C -0.644 2.592 -4.635
C 0.315 1.383 -0.162
H 2.311 1.075 0.550
N -0.484 2.040 -6.001
H 1.312 -2.118 6.220
C -1.304 1.639 -3.609
C -0.832 -2.062 6.057
C 1.423 0.468 0.360
H -0.305 -0.707 7.655
H -1.644 -2.755 5.823
H 2.856 -2.231 3.870
H -2.789 0.954 -1.681
C -0.889 0.609 -0.699
C 1.050 -0.264 1.647
H -0.561 -0.127 -1.436
O -1.687 0.531 -3.874
H 3.100 -0.471 2.248
H -1.255 3.497 -4.675
H 0.494 -3.520 6.894
H -0.013 2.047 0.641
O -1.372 2.250 -2.457
H -0.055 -4.353 4.657
H 1.336 1.063 -5.539
H 0.985 -3.454 2.655
H 0.291 2.680 -7.858
C 0.744 -3.617 4.774
H 2.442 -1.892 1.438
H 0.335 2.869 -4.235
H -0.444 3.963 -6.889
C -1.801 1.701 -6.577
H -2.437 2.584 -6.608
H -1.675 1.323 -7.589
C -1.099 -1.407 7.407
H -2.240 2.308 -0.641
C 0.817 -2.777 3.497
C 0.493 -2.820 6.055
H 1.145 3.319 -6.448
H -1.382 0.074 0.111

LUMO energy	-2.66	eV
relative energy (zero: lowest compared OMol25 entry of this formula, charge and spin)	104.4	kJ/mol
orbital gap	9.614	eV
2S+1	1
net charge	+1
total energy	-874.35969	hartree

Entry 4:
A molecular structure, C17H37AlBrCl16IN, computed with the ωB97M-V functional and the def2-TZVPD basis.

Element x y z (Å)
N 6.000 0.980 -2.657
Cl 0.892 3.827 4.070
H 6.961 0.913 -2.981
C -1.457 4.614 -4.711
C 5.130 0.028 -3.377
Cl -1.941 5.099 1.393
H 0.178 -2.322 -1.149
Cl -2.130 -2.439 -0.648
Cl -0.044 4.472 -5.779
H 5.492 -1.012 -3.368
C -5.516 -1.905 -2.189
C -3.182 2.957 0.219
Cl 5.263 -4.885 4.858
H -1.152 4.975 4.077
H -3.129 3.466 -4.054
H 8.760 -8.965 4.623
C -0.491 4.621 4.865
Cl -8.401 5.118 -3.161
H -0.582 -3.755 -1.844
H -1.792 2.491 -4.722
Cl 0.287 -3.029 1.673
Cl 7.099 -7.690 5.687
C -0.504 -3.144 -0.947
H -3.310 1.876 0.221
I 1.747 1.691 -3.878
H -5.773 3.549 -5.237
H 10.510 -7.322 4.337
H -6.000 3.518 -3.474
H 4.949 -2.575 4.545
C 9.663 -7.066 4.971
C -2.356 3.356 1.411
H -2.882 3.163 2.341
H 6.032 0.761 -1.667
C -2.359 3.413 -4.822
Cl -4.817 3.688 0.258
H -8.148 3.443 -4.787
H -1.416 2.808 1.406
H 9.927 -7.224 6.013
Cl 9.347 -5.327 4.756
Cl 4.334 -3.490 1.879
C 8.479 -7.914 4.581
C 3.395 -3.512 3.390
Br 2.391 -2.113 -3.039
Cl -5.196 5.587 -4.249
H -0.099 5.472 5.419
H -7.776 5.060 -5.426
H 5.098 0.333 -4.430
H 0.897 -4.474 -0.078
H -5.921 -2.003 -0.105
H -2.715 3.263 -0.714
C -0.038 -3.992 0.202
C -1.207 3.705 5.824
H -1.964 4.271 6.364
H 8.132 -7.669 3.580
H -7.249 -1.291 -1.051
H 3.214 0.353 -1.060
H 2.727 -2.654 3.357
H -0.513 3.256 6.530
H -5.803 -2.945 -2.332
Cl -6.014 -1.018 -3.658
C -6.169 -1.359 -0.947
C -6.165 4.095 -4.380
H -0.778 -4.741 0.473
C -7.628 4.379 -4.593
Cl -2.052 2.364 5.001
Cl -3.214 3.347 -6.397
H -1.074 4.653 -3.692
C 4.269 -3.420 4.614
H -1.983 5.536 -4.943
H 2.801 -4.422 3.397
H 3.641 -3.312 5.497
Al 3.319 0.048 -2.625
Cl -5.560 0.272 -0.558
H -4.436 -1.831 -2.104

LUMO energy	1.90	eV
orbital gap	7.274	eV
2S+1	1
net charge	-1
total energy	-11202.15433	hartree